# 1
Below is C36H24F3GeN2STa as an isolated structure, with properties calculated with ωB97M-V/def2-TZVPD.

The geometry in XYZ format:
```
68
Properties=species:S:1:pos:R:3
Ta -1.01195 0.94853 -1.82881
F -1.99716 -3.12102 6.80846
C -2.41483 -1.84845 6.66150
F -1.71550 -1.11276 7.54514
F -3.70071 -1.80940 7.04008
C -2.21343 -1.36131 5.25474
C -0.91381 -1.19766 4.79014
C -0.69706 -0.76276 3.49764
C -1.78246 -0.48507 2.66188
C -3.08248 -0.66340 3.13335
C -3.29680 -1.10013 4.43009
C -1.54481 -0.04681 1.32276
C -1.35873 0.30926 0.17501
H -0.07561 -1.41588 5.43902
H 0.30979 -0.65829 3.11458
H -3.91857 -0.46039 2.47828
H -4.30348 -1.23708 4.79855
S -0.78384 5.20331 -3.99021
C -0.84984 3.75503 -3.37255
N -0.89773 2.64535 -2.93902
C 0.41811 -0.24047 -2.42271
Ge 1.87099 -0.04900 -1.12601
C 1.64118 1.89053 -0.76520
C 0.80250 2.48102 0.18575
C 0.55782 3.85827 0.18247
C 1.15297 4.66386 -0.76665
C 2.00802 4.09768 -1.71074
C 2.23834 2.73641 -1.71564
C 3.72513 -0.16319 -1.73259
C 4.13169 -0.89999 -2.84041
C 5.47233 -0.96353 -3.19834
C 6.42316 -0.29107 -2.44609
C 6.03110 0.44859 -1.33845
C 4.69063 0.51611 -0.98896
C 1.69316 -1.30313 0.36637
C 0.68037 -2.25894 0.36441
C 0.58306 -3.19480 1.38455
C 1.49963 -3.18556 2.42674
C 2.51954 -2.24481 2.43818
C 2.61773 -1.31636 1.41015
H 0.53504 -0.86587 -3.30541
H 0.37471 1.88092 0.97496
H -0.09315 4.28609 0.93459
H 0.95632 5.72769 -0.78240
H 2.47860 4.72514 -2.45689
H 2.89719 2.31761 -2.46747
H 3.39885 -1.43347 -3.43547
H 5.77288 -1.53766 -4.06551
H 7.46787 -0.33690 -2.72544
H 6.76970 0.97942 -0.75118
H 4.39710 1.12290 -0.13866
H -0.04979 -2.25854 -0.43638
H -0.21025 -3.93180 1.36662
H 1.42080 -3.91090 3.22661
H 3.24308 -2.23731 3.24387
H 3.43239 -0.60089 1.42720
N -7.98030 -1.32771 -3.52119
C -6.89744 -0.99580 -3.32781
C -5.54248 -0.57776 -3.08458
C -5.20028 0.76510 -3.21552
C -3.89508 1.16218 -2.97147
C -2.91596 0.23604 -2.59055
C -3.28354 -1.11052 -2.47777
C -4.58239 -1.52049 -2.72050
H -5.95313 1.48414 -3.50912
H -3.64218 2.20931 -3.09231
H -2.54563 -1.85183 -2.19452
H -4.86132 -2.56184 -2.63113
```

- Spin multiplicity: 1
- Highest occupied orbital energy: -8.428 eV
- Strongest force on any atom: 1.8 eV/Å
- LUMO energy: -1.3 eV
- Orbital gap: 0.26151 hartree

How positive or negative is each atom? The Löwdin charges in e answer that:
1. Ta 1.52
2. F 0.14
3. C -0.59
4. F 0.14
5. F 0.14
6. C -0.12
7. C 0.00
8. C -0.01
9. C -0.23
10. C -0.01
11. C 0.00
12. C -0.09
13. C -0.15
14. H 0.13
15. H 0.11
16. H 0.12
17. H 0.12
18. S 0.68
19. C -0.93
20. N -0.11
21. C -0.40
22. Ge 0.89
23. C -0.32
24. C -0.16
25. C -0.08
26. C -0.09
27. C -0.09
28. C -0.12
29. C -0.29
30. C -0.10
31. C -0.09
32. C -0.09
33. C -0.08
34. C -0.12
35. C -0.28
36. C -0.13
37. C -0.08
38. C -0.10
39. C -0.10
40. C -0.11
41. H -0.02
42. H 0.07
43. H 0.11
44. H 0.11
45. H 0.11
46. H 0.11
47. H 0.10
48. H 0.10
49. H 0.10
50. H 0.10
51. H 0.10
52. H 0.08
53. H 0.11
54. H 0.11
55. H 0.10
56. H 0.09
57. N 0.16
58. C -0.18
59. C -0.23
60. C -0.03
61. C -0.12
62. C -0.30
63. C -0.11
64. C -0.03
65. H 0.12
66. H 0.08
67. H 0.09
68. H 0.12

# 2
Below is C36H25N6O2PPtS3 as an isolated structure, with properties calculated with ωB97M-V/def2-TZVPD.

The geometry in XYZ format:
```
74
Properties=species:S:1:pos:R:3
Pt 0.40878 0.63544 1.00551
N -6.59154 3.83645 -2.43479
C -5.44911 3.04808 -2.29400
C -4.30837 3.56304 -1.67455
C -3.16003 2.80017 -1.57841
C -3.14081 1.51167 -2.09141
C -4.26055 0.99011 -2.71360
C -5.41005 1.75470 -2.81532
S -1.64287 0.52851 -2.02278
O 0.86912 -2.36589 -0.35540
O -2.05512 -0.84934 -2.36309
N -1.31697 0.66712 -0.38048
C -2.13522 0.07182 0.52451
N -3.41368 -0.26357 0.35658
C -4.00953 -0.80967 1.40186
C -3.38427 -1.05484 2.62557
C -2.05830 -0.69627 2.71943
N -1.44842 -0.14639 1.67853
H -6.68311 4.57440 -1.75507
H -7.45031 3.32218 -2.54785
H -4.32883 4.56482 -1.26188
H -2.28789 3.19940 -1.07458
H -4.22506 -0.02365 -3.09094
H -6.29035 1.34862 -3.30042
H -5.05383 -1.07120 1.26443
H -3.91070 -1.49762 3.45646
H -1.46752 -0.84439 3.61620
C 0.32231 -2.25160 -4.46343
C -0.09954 -3.33599 -3.70517
C 0.08892 -3.34593 -2.33533
C 0.70127 -2.26046 -1.73574
C 1.13333 -1.17079 -2.46710
C 0.93263 -1.17618 -3.84216
P 1.49334 -1.29411 0.65798
C 1.64628 -2.33132 2.10904
C 0.54646 -3.09047 2.50806
C 0.61586 -3.84114 3.66940
C 1.77985 -3.83896 4.42886
C 2.87664 -3.09371 4.02501
C 2.81303 -2.33392 2.86568
C 3.09673 -0.78698 0.06587
C 4.12613 -1.63461 -0.24877
C 5.30605 -1.10338 -0.80372
C 5.40840 0.24013 -1.04775
C 4.34631 1.13104 -0.76086
C 4.40595 2.51830 -1.04258
C 3.32585 3.30692 -0.78598
C 2.14082 2.77178 -0.22315
C 2.04221 1.44586 0.09129
C 3.16670 0.60649 -0.18864
H 0.16373 -2.24203 -5.53331
H -0.58929 -4.17513 -4.18113
H -0.24543 -4.17097 -1.72142
H 1.59073 -0.31251 -1.99431
H 1.24949 -0.31853 -4.42100
H -0.35708 -3.09306 1.91050
H -0.23598 -4.43120 3.98143
H 1.83193 -4.42680 5.33613
H 3.78421 -3.09862 4.61435
H 3.66304 -1.74024 2.55672
H 4.03742 -2.70106 -0.07800
H 6.12713 -1.76447 -1.04651
H 6.31489 0.64148 -1.48553
H 5.30885 2.93417 -1.47246
H 3.36095 4.36624 -1.00514
H 1.31462 3.44409 -0.04801
S 2.78865 1.25922 3.31457
C 1.10256 1.28909 2.78633
S 1.18841 0.36586 4.32650
C 0.32782 2.50066 2.53974
C -1.09768 2.58114 2.57359
N -2.24491 2.68296 2.60785
C 1.02012 3.74276 2.43080
N 1.58484 4.74229 2.34296
```

- Spin multiplicity: 1
- Energy above the lowest of the compared OMol25 structures with the same formula, charge and spin: 227.2 kJ/mol
- Highest occupied orbital energy: -7.746 eV
- Strongest force on any atom: 1.0 eV/Å
- LUMO energy: -0.7 eV
- Orbital gap: 0.26045 hartree

How positive or negative is each atom? The Löwdin charges in e answer that:
1. Pt 1.21
2. N 0.09
3. C -0.33
4. C -0.03
5. C -0.09
6. C -0.40
7. C -0.08
8. C -0.03
9. S 0.91
10. O -0.20
11. O -0.47
12. N -0.29
13. C -0.50
14. N 0.17
15. C -0.10
16. C -0.04
17. C -0.12
18. N -0.06
19. H 0.09
20. H 0.08
21. H 0.11
22. H 0.10
23. H 0.11
24. H 0.11
25. H 0.12
26. H 0.10
27. H 0.10
28. C -0.08
29. C -0.07
30. C -0.01
31. C -0.29
32. C -0.05
33. C -0.08
34. P 0.89
35. C -0.32
36. C -0.09
37. C -0.07
38. C -0.07
39. C -0.07
40. C -0.11
41. C -0.30
42. C -0.05
43. C -0.06
44. C -0.01
45. C -0.16
46. C -0.03
47. C -0.05
48. C -0.10
49. C -0.28
50. C -0.23
51. H 0.10
52. H 0.11
53. H 0.12
54. H 0.10
55. H 0.11
56. H 0.11
57. H 0.11
58. H 0.11
59. H 0.11
60. H 0.10
61. H 0.12
62. H 0.11
63. H 0.12
64. H 0.11
65. H 0.11
66. H 0.09
67. S 0.61
68. C -1.20
69. S 0.57
70. C -0.40
71. C -0.27
72. N 0.17
73. C -0.26
74. N 0.18

# 3
Below is C36H26N5O5Rh as an isolated structure, with properties calculated with ωB97M-V/def2-TZVPD.

The geometry in XYZ format:
```
73
Properties=species:S:1:pos:R:3
Rh -0.74881 -0.55762 0.58258
C -0.25307 -1.96448 -3.53197
C -0.78017 -1.93309 -2.14584
N -0.03925 -1.37131 -1.18060
N 1.25426 -1.19852 -1.39586
C 1.92764 -0.66367 -0.39502
O 1.33863 -0.36719 0.70006
C 3.36723 -0.45908 -0.55026
C 4.02493 -0.82876 -1.72396
C 5.38283 -0.61086 -1.84658
C 6.09024 -0.02020 -0.80977
C 5.43881 0.35005 0.35729
C 4.08279 0.13276 0.49167
C -2.04972 -2.44462 -1.76590
C -3.02897 -2.82772 -2.70445
C -4.26339 -3.23469 -2.26403
C -4.50251 -3.29346 -0.89128
C -3.48051 -2.93090 -0.02659
N -2.29787 -2.51004 -0.42879
H 0.83129 -2.05691 -3.48751
H -0.47571 -1.01168 -4.03304
H -0.67311 -2.77330 -4.12050
H 3.46232 -1.27656 -2.52898
H 5.89828 -0.89961 -2.75102
H 7.15019 0.16056 -0.91426
H 5.98930 0.80934 1.16443
H 3.55084 0.43165 1.38285
H -2.81472 -2.77183 -3.75859
H -5.03826 -3.50027 -2.96653
H -5.45470 -3.62178 -0.51012
H -3.63076 -2.97400 1.04457
C -4.76390 0.33150 -0.77226
C -5.41924 0.44731 0.44497
C -4.69863 0.43951 1.62201
C -3.31567 0.24812 1.58662
C -2.67461 0.02186 0.35781
C -3.38949 0.15819 -0.81936
C -2.43473 0.36753 2.74140
C -2.76451 1.15804 3.85980
C -1.79518 1.47967 4.76733
C -0.50265 0.93204 4.62822
C 0.55351 1.24210 5.50425
C 1.78082 0.65281 5.35361
C 1.97124 -0.31903 4.36276
C 0.96111 -0.64203 3.49336
C -0.27470 0.02841 3.55215
N -1.22375 -0.18080 2.60008
H -5.32183 0.38735 -1.69422
H -6.49039 0.59657 0.46086
H -5.21368 0.58676 2.56210
H -2.89702 0.10015 -1.78140
H -3.76064 1.56510 3.94353
H -2.00193 2.15818 5.58173
H 0.37111 1.96048 6.29016
H 2.59659 0.90702 6.01416
H 2.92995 -0.81300 4.29365
H 1.09806 -1.40939 2.74618
O 0.75867 3.29481 1.32230
C 0.40780 2.50019 0.46659
O -0.60428 1.75013 0.46213
C 1.27666 2.39581 -0.80403
C 2.60430 2.80561 -0.76408
C 3.41774 2.64329 -1.87615
C 2.90947 2.09044 -3.03387
C 1.56750 1.71932 -3.07702
C 0.74339 1.86757 -1.96514
N 1.03756 1.16997 -4.27726
O -0.15817 0.88395 -4.30435
O 1.79323 0.98492 -5.22185
H 2.98899 3.24810 0.14184
H 4.45136 2.95001 -1.83475
H 3.52234 1.94218 -3.90912
H -0.29441 1.56706 -2.01674
```

- Spin multiplicity: 1
- Highest occupied orbital energy (alpha / beta): -7.810 / -7.817 eV
- Strongest force on any atom: 3.0 eV/Å
- LUMO energy (alpha / beta): -1.5 / -1.4 eV
- Orbital gap (alpha / beta): 0.23341 / 0.23446 hartree

How positive or negative is each atom? The Löwdin charges in e answer that:
1. Rh 1.22
2. C -0.01
3. C -0.23
4. N -0.06
5. N 0.07
6. C -0.43
7. O -0.15
8. C -0.15
9. C -0.03
10. C -0.08
11. C -0.08
12. C -0.08
13. C -0.02
14. C -0.24
15. C 0.00
16. C -0.05
17. C -0.04
18. C -0.13
19. N 0.09
20. H 0.08
21. H 0.07
22. H 0.08
23. H 0.11
24. H 0.10
25. H 0.10
26. H 0.10
27. H 0.12
28. H 0.11
29. H 0.11
30. H 0.11
31. H 0.12
32. C -0.08
33. C -0.09
34. C -0.03
35. C -0.19
36. C -0.18
37. C -0.09
38. C -0.20
39. C 0.02
40. C 0.03
41. C -0.14
42. C -0.03
43. C -0.07
44. C -0.06
45. C -0.02
46. C -0.18
47. N 0.05
48. H 0.11
49. H 0.10
50. H 0.11
51. H 0.11
52. H 0.11
53. H 0.12
54. H 0.11
55. H 0.10
56. H 0.11
57. H 0.10
58. O 0.06
59. C -0.62
60. O -0.06
61. C -0.11
62. C 0.00
63. C -0.06
64. C 0.00
65. C -0.16
66. C 0.05
67. N -0.33
68. O 0.03
69. O 0.08
70. H 0.12
71. H 0.11
72. H 0.12
73. H 0.12